1.
Density functional theory data (ωB97M-V with the def2-TZVPD basis set) for a single C2H5NO4S molecule.

Geometry (Å):
C: -0.839 0.021 -0.289
C: 0.251 -0.955 0.014
N: -0.416 1.227 -0.788
O: -3.637 -1.131 0.590
O: -3.602 1.222 -0.125
O: -1.590 0.109 0.985
O: -1.843 -0.330 -1.167
S: -2.909 0.012 0.189
H: -0.240 -1.826 0.375
H: 0.913 -0.554 0.767
H: 0.860 -1.143 -0.833
H: -1.161 1.738 -1.077
H: 0.275 1.652 -0.188

Results
LUMO energy in eV: 0.64
Frontier orbital gap in eV: 11.6
HOMO energy in eV: -10.95
Multiplicity: 1

2.
Density functional theory data (ωB97M-V with the def2-TZVPD basis set) for C47H57GeIN7O3Ti as an isolated structure.

Geometry (Å):
Ti: -1.727 -0.771 -0.551
C: 1.071 -4.166 -1.270
C: 0.361 -2.865 -1.076
N: -0.902 -2.748 -0.937
C: -1.875 -3.824 -1.025
C: -2.975 -3.609 0.023
N: -3.334 -2.181 0.193
C: -4.722 -1.736 -0.047
C: -4.759 -0.620 -1.082
N: -3.639 0.320 -0.893
C: -3.742 1.319 0.185
C: -2.492 2.200 0.085
N: -1.363 1.348 -0.276
C: -0.172 1.790 -0.440
C: 0.213 3.221 -0.288
C: 0.857 0.741 -0.748
C: 2.226 0.945 -0.764
C: 3.049 -0.168 -0.921
C: 2.503 -1.438 -1.031
C: 1.116 -1.570 -1.021
N: 0.345 -0.487 -0.910
H: 0.675 -4.686 -2.144
H: 0.904 -4.808 -0.403
H: 2.140 -4.047 -1.405
H: -1.431 -4.813 -0.895
H: -2.296 -3.772 -2.034
H: -2.621 -3.990 0.981
H: -3.848 -4.200 -0.255
H: -3.150 -1.933 1.169
H: -5.130 -1.377 0.899
H: -5.356 -2.561 -0.376
H: -5.726 -0.109 -1.057
H: -4.637 -1.042 -2.080
H: -3.509 0.815 -1.779
H: -3.773 0.803 1.146
H: -4.638 1.937 0.086
H: -2.296 2.701 1.036
H: -2.628 2.967 -0.682
H: -0.517 3.860 -0.790
H: 1.200 3.432 -0.689
H: 0.208 3.487 0.773
H: 2.665 1.919 -0.620
H: 4.122 -0.035 -0.922
H: 3.148 -2.300 -1.098
O: -2.057 -0.888 -2.740
C: -2.401 -1.289 -3.854
C: -3.141 -0.421 -4.825
C: -2.265 -0.295 -6.098
C: -0.741 -0.373 -5.861
C: -0.141 -1.789 -5.784
C: -0.505 -2.563 -4.520
N: -1.975 -2.505 -4.326
H: -3.303 0.545 -4.351
H: -4.115 -0.854 -5.065
H: -2.504 0.661 -6.563
H: -2.550 -1.056 -6.828
H: -0.478 0.195 -4.961
H: -0.251 0.139 -6.688
H: 0.947 -1.728 -5.855
H: -0.469 -2.359 -6.658
H: -0.048 -2.115 -3.638
H: -0.188 -3.603 -4.579
H: -2.436 -2.737 -5.200
O: -2.869 -0.761 2.582
C: -1.653 -0.709 2.424
O: -1.083 -1.064 1.301
C: -0.697 -0.269 3.508
C: 0.341 0.725 2.982
Ge: 2.138 0.568 3.778
C: 2.243 1.220 5.606
C: 1.304 0.815 6.555
C: 1.399 1.241 7.871
C: 2.437 2.079 8.255
C: 3.377 2.489 7.321
C: 3.279 2.061 6.004
C: 2.604 -1.331 3.687
C: 2.436 -2.035 2.493
C: 2.767 -3.378 2.402
C: 3.269 -4.045 3.514
C: 3.433 -3.361 4.709
C: 3.102 -2.014 4.794
C: 3.329 1.586 2.593
C: 4.489 1.023 2.065
C: 5.318 1.752 1.220
C: 4.993 3.061 0.885
C: 3.846 3.641 1.413
C: 3.024 2.907 2.258
H: -0.224 -1.186 3.877
H: -1.277 0.137 4.335
H: -0.011 1.755 3.091
H: 0.499 0.544 1.915
H: 0.490 0.154 6.275
H: 0.665 0.919 8.598
H: 2.514 2.411 9.282
H: 4.187 3.143 7.617
H: 4.019 2.391 5.282
H: 2.032 -1.522 1.624
H: 2.641 -3.912 1.467
H: 3.530 -5.093 3.448
H: 3.820 -3.876 5.578
H: 3.235 -1.491 5.734
H: 4.754 0.002 2.318
H: 6.226 1.305 0.836
H: 5.647 3.636 0.241
H: 3.608 4.674 1.186
H: 2.146 3.385 2.683
I: -4.777 3.332 -3.032
C: -2.745 3.509 -3.534
C: -2.295 4.681 -4.131
C: -0.954 4.757 -4.466
C: -0.128 3.673 -4.194
C: -0.685 2.561 -3.591
N: -1.976 2.472 -3.257
H: -2.975 5.497 -4.327
H: -0.561 5.649 -4.936
H: 0.922 3.689 -4.449
H: -0.078 1.690 -3.362

Results
LUMO energy (alpha / beta) in eV: -5.90 / -6.00
Frontier orbital gap (alpha / beta) in eV: 6.7 / 6.6
HOMO energy (alpha / beta) in eV: -12.57 / -12.57
Multiplicity: 2
Net charge: +2

The evaluated ΔE to the lowest compared entry with this formula, charge and spin for the records listed, in turn: 16.55 24.70 kcal/mol.
The evaluated F_max for the records listed, in turn: 4.154 0.984 eV Å⁻¹.